{"formula": "C54H126N6O24", "method": "ωB97M-V with the def2-TZVPD basis set", "e_homo_ev": -9.11, "spin_multiplicity": 1, "charge": 0, "smiles": "COCCOCCOC.COCCOCCOC.COCCOCCOC.COCCOCCOC.COCCOCCOC.COCCOCCOC.CN(C)C=O.CN(C)C=O.CN(C)C=O.CN(C)C=O.CN(C)C=O.CN(C)C=O", "orbital_gap_ev": 9.31, "e_above_lowest_kj_mol": 602.21, "lumo_energy_ha": 0.007, "symbols": ["C", "O", "C", "C", "O", "C", "C", "O", "C", "H", "H", "H", "H", "H", "H", "H", "H", "H", "H", "H", "H", "H", "H", "C", "O", "C", "C", "O", "C", "C", "O", "C", "H", "H", "H", "H", "H", "H", "H", "H", "H", "H", "H", "H", "H", "H", "C", "O", "C", "C", "O", "C", "C", "O", "C", "H", "H", "H", "H", "H", "H", "H", "H", "H", "H", "H", "H", "H", "H", "C", "O", "C", "C", "O", "C", "C", "O", "C", "H", "H", "H", "H", "H", "H", "H", "H", "H", "H", "H", "H", "H", "H", "C", "O", "C", "C", "O", "C", "C", "O", "C", "H", "H", "H", "H", "H", "H", "H", "H", "H", "H", "H", "H", "H", "H", "C", "O", "C", "C", "O", "C", "C", "O", "C", "H", "H", "H", "H", "H", "H", "H", "H", "H", "H", "H", "H", "H", "H", "C", "N", "C", "C", "O", "H", "H", "H", "H", "H", "H", "H", "C", "N", "C", "C", "O", "H", "H", "H", "H", "H", "H", "H", "C", "N", "C", "C", "O", "H", "H", "H", "H", "H", "H", "H", "C", "N", "C", "C", "O", "H", "H", "H", "H", "H", "H", "H", "C", "N", "C", "C", "O", "H", "H", "H", "H", "H", "H", "H", "C", "N", "C", "C", "O", "H", "H", "H", "H", "H", "H", "H"], "xyz": [[29.13044, 2.19836, -6.38454], [28.23635, 2.52581, -7.39920], [28.66083, 3.76245, -8.08812], [27.63489, 3.89546, -9.12301], [26.40015, 4.19609, -8.45947], [25.35645, 4.65803, -9.33858], [23.90935, 4.31269, -8.83291], [23.42212, 5.30628, -7.92448], [22.00285, 5.27255, -7.76537], [30.07448, 1.86603, -6.81634], [28.78186, 1.28818, -5.89653], [29.19514, 2.93131, -5.58035], [29.62927, 3.74409, -8.58801], [28.59377, 4.62641, -7.42692], [27.57382, 2.95946, -9.67827], [27.92418, 4.77787, -9.69376], [25.38907, 4.17868, -10.31697], [25.44706, 5.70259, -9.63653], [24.12954, 3.32093, -8.43789], [23.20971, 4.26260, -9.66724], [21.70747, 6.00064, -7.00989], [21.57019, 4.32629, -7.44060], [21.48690, 5.61123, -8.66381], [23.93941, -1.31725, -13.21518], [22.81998, -0.50491, -13.55638], [21.62318, -0.85775, -12.88852], [20.87187, -1.97188, -13.63989], [20.69400, -1.51479, -14.93691], [19.87029, -2.38593, -15.74137], [19.73911, -1.72151, -17.11280], [18.76861, -0.61042, -17.00693], [18.53584, 0.19324, -18.19873], [24.05366, -1.47907, -12.14332], [24.83891, -0.74292, -13.43686], [24.05274, -2.31265, -13.64464], [21.05321, 0.07127, -12.90095], [21.71211, -1.11711, -11.83357], [19.91014, -2.13190, -13.15248], [21.40465, -2.91508, -13.76076], [18.87448, -2.67749, -15.40752], [20.33105, -3.37342, -15.76727], [19.29737, -2.43006, -17.81346], [20.66796, -1.43279, -17.60473], [17.84464, -0.26717, -18.90468], [19.44362, 0.38192, -18.77182], [18.26984, 1.19956, -17.87519], [20.13546, -7.78547, -15.63982], [18.91665, -7.65405, -16.20722], [19.00305, -7.69336, -17.61257], [17.65602, -7.50286, -18.30730], [17.01407, -6.32717, -17.85041], [15.75546, -6.13822, -18.44359], [14.81658, -5.19035, -17.56430], [14.81397, -5.81893, -16.32909], [13.73766, -5.30084, -15.50451], [20.94367, -7.46529, -16.29738], [20.24284, -8.82649, -15.33511], [20.28107, -7.31400, -14.66790], [19.38033, -8.63929, -18.00112], [19.68063, -6.90865, -17.94904], [17.06760, -8.37153, -18.01191], [17.75226, -7.44392, -19.39144], [15.20640, -7.07255, -18.56048], [15.91300, -5.81401, -19.47226], [13.87557, -5.18663, -18.11439], [15.09122, -4.14790, -17.40310], [13.76015, -5.80503, -14.53840], [12.76441, -5.47174, -15.96461], [13.77844, -4.21548, -15.41269], [31.93994, -4.17116, -12.36207], [33.00462, -5.03984, -12.23239], [33.83535, -4.92244, -13.34395], [35.26560, -5.55386, -13.22841], [35.96796, -5.00407, -12.12241], [37.20628, -5.73871, -11.91387], [38.27844, -4.96361, -10.95786], [39.45023, -5.82809, -10.91076], [40.40193, -5.18150, -10.08357], [31.26144, -4.26237, -13.21025], [32.42052, -3.19499, -12.29694], [31.47653, -4.33425, -11.38906], [34.13186, -3.89867, -13.57219], [33.23027, -5.25679, -14.18667], [35.78556, -5.09452, -14.06909], [35.34790, -6.63563, -13.33371], [37.80703, -5.93081, -12.80286], [37.01640, -6.71747, -11.47333], [37.90342, -4.75122, -9.95669], [38.38829, -3.96811, -11.38800], [41.35564, -5.70664, -10.03108], [40.14454, -5.21121, -9.02481], [40.53899, -4.14714, -10.39887], [15.06311, -3.88036, -6.98927], [15.44910, -4.60220, -5.76627], [14.48047, -4.93330, -4.78670], [15.03490, -5.50075, -3.41856], [15.52562, -6.79558, -3.32965], [16.12742, -7.06375, -2.09628], [15.22117, -7.83908, -1.15625], [14.02058, -7.04840, -0.82004], [13.02666, -7.87357, -0.12873], [15.87072, -3.60288, -7.66666], [14.65988, -2.90734, -6.70864], [14.29098, -4.51928, -7.41788], [13.85952, -5.73585, -5.18474], [13.91860, -4.01574, -4.61220], [14.19163, -5.48297, -2.72814], [15.77598, -4.79720, -3.03922], [16.66710, -6.25410, -1.60506], [16.92951, -7.78170, -2.26749], [15.60861, -8.04246, -0.15794], [14.98464, -8.77876, -1.65541], [12.30119, -7.17424, 0.28690], [13.38535, -8.35576, 0.78064], [12.40197, -8.54660, -0.71600], [12.24365, 2.59494, -18.53289], [11.93157, 2.30125, -19.87488], [11.70423, 3.43118, -20.69010], [10.26055, 3.96558, -20.46133], [10.05265, 5.32796, -20.90740], [10.26247, 5.63940, -22.23101], [10.28470, 7.18305, -22.40023], [8.93833, 7.71497, -22.34621], [8.82222, 9.10781, -22.05370], [11.70042, 3.43651, -18.10305], [13.27720, 2.90901, -18.38719], [12.06290, 1.79051, -17.81992], [11.88238, 3.13877, -21.72492], [12.44021, 4.23296, -20.63021], [10.06233, 3.93787, -19.38986], [9.47833, 3.39161, -20.95810], [9.41449, 5.16978, -22.72950], [11.21843, 5.20475, -22.52311], [10.81993, 7.50415, -23.29382], [10.85650, 7.60878, -21.57567], [9.08681, 9.37144, -21.02970], [7.80403, 9.30674, -22.38811], [9.49195, 9.59593, -22.76173], [22.03037, 0.54987, -5.51289], [23.43941, 0.57239, -5.24524], [24.28025, -0.35763, -5.92538], [23.94597, 1.46060, -4.36896], [23.31706, 2.38215, -3.79058], [21.78889, 0.57689, -6.57546], [21.50113, 1.38123, -5.04723], [21.57575, -0.38186, -5.17627], [24.01909, -1.39002, -5.69286], [24.15150, -0.14384, -6.98642], [25.31894, -0.25147, -5.61241], [25.00070, 1.30981, -4.09146], [12.42866, 7.57805, -15.61619], [13.59481, 7.70952, -16.51226], [13.67645, 8.85275, -17.45679], [14.42156, 6.62545, -16.54330], [15.47419, 6.62507, -17.19421], [11.94653, 8.51991, -15.35437], [12.72801, 7.24026, -14.62403], [11.65429, 6.96567, -16.07818], [12.76162, 9.01030, -18.02808], [13.82512, 9.80583, -16.94922], [14.45962, 8.76648, -18.20998], [14.14904, 5.78304, -15.88888], [21.51374, 4.43475, -17.96459], [22.35126, 3.67554, -17.09464], [22.90039, 2.46634, -17.63650], [22.62271, 3.97590, -15.81960], [22.30561, 5.03099, -15.22337], [20.87796, 3.86553, -18.64273], [22.06259, 5.12652, -18.60359], [20.77688, 5.01895, -17.41337], [22.17092, 2.21331, -18.40588], [23.88431, 2.55049, -18.09792], [22.77246, 1.70565, -16.86638], [23.22214, 3.17504, -15.35970], [27.82801, -2.18853, -19.10762], [26.32307, -2.05342, -19.10231], [25.63933, -2.29508, -17.86834], [25.64739, -1.75684, -20.23752], [24.42581, -1.68386, -20.34411], [28.18944, -1.42903, -18.41435], [28.24372, -1.93634, -20.08316], [28.06684, -3.19008, -18.74990], [25.93699, -3.26462, -17.46897], [25.87504, -1.52907, -17.12957], [24.55438, -2.20466, -17.81546], [26.34726, -1.47404, -21.03903], [17.83002, 3.36258, -13.44279], [16.57464, 2.78726, -12.87229], [15.85435, 3.71041, -11.98526], [16.10838, 1.59535, -13.19880], [15.05263, 1.21428, -12.70029], [17.57500, 4.25956, -14.00714], [18.31624, 2.69277, -14.15205], [18.56052, 3.54351, -12.65429], [14.92661, 3.28324, -11.60456], [16.46435, 3.90402, -11.10292], [15.53773, 4.53970, -12.61780], [16.72002, 1.02831, -13.91753], [21.29572, 1.35646, -26.98039], [19.92728, 1.11021, -26.55953], [19.74571, 0.36786, -25.28841], [18.88561, 1.69350, -27.25028], [17.74200, 1.49019, -26.88725], [21.40802, 2.12055, -27.74958], [21.67596, 0.38597, -27.29922], [21.82119, 1.72366, -26.09883], [18.75310, 0.62137, -24.91618], [19.85114, -0.71694, -25.30214], [20.40904, 0.79920, -24.53872], [19.22458, 2.38088, -28.04073]], "mulliken_charge": [-0.828, -0.241, -0.584, -0.530, -0.185, -0.762, -0.364, -0.300, -0.756, 0.336, 0.219, 0.325, 0.410, 0.312, 0.304, 0.400, 0.409, 0.358, 0.191, 0.398, 0.288, 0.278, 0.321, -0.846, -0.221, -0.646, -0.475, -0.024, -0.772, -0.531, -0.281, -0.757, 0.347, 0.280, 0.273, 0.253, 0.439, 0.330, 0.313, 0.354, 0.373, 0.423, 0.336, 0.295, 0.262, 0.263, -0.781, -0.280, -0.507, -0.604, -0.174, -0.814, -0.543, -0.237, -0.781, 0.326, 0.304, 0.240, 0.361, 0.360, 0.350, 0.357, 0.363, 0.451, 0.381, 0.379, 0.234, 0.311, 0.308, -0.776, -0.326, -0.588, -0.481, -0.313, -0.552, -0.484, -0.315, -0.731, 0.285, 0.369, 0.256, 0.288, 0.438, 0.324, 0.386, 0.320, 0.323, 0.370, 0.332, 0.283, 0.294, 0.297, -0.676, -0.323, -0.557, -0.357, -0.328, -0.611, -0.445, -0.309, -0.794, 0.248, 0.275, 0.284, 0.314, 0.339, 0.294, 0.315, 0.388, 0.349, 0.386, 0.319, 0.273, 0.302, 0.313, -0.684, -0.373, -0.535, -0.368, -0.313, -0.381, -0.573, -0.316, -0.693, 0.215, 0.301, 0.308, 0.335, 0.388, 0.265, 0.300, 0.320, 0.343, 0.394, 0.259, 0.246, 0.255, 0.309, -0.962, 0.168, -0.851, 0.143, -0.622, 0.316, 0.294, 0.340, 0.321, 0.294, 0.252, 0.307, -1.049, 0.111, -0.910, 0.110, -0.635, 0.353, 0.377, 0.309, 0.337, 0.323, 0.313, 0.359, -0.944, 0.132, -0.838, 0.114, -0.644, 0.307, 0.316, 0.348, 0.251, 0.213, 0.371, 0.379, -0.839, 0.143, -1.001, 0.155, -0.596, 0.322, 0.288, 0.286, 0.310, 0.364, 0.302, 0.268, -0.821, 0.098, -0.930, 0.331, -0.675, 0.300, 0.221, 0.296, 0.303, 0.318, 0.301, 0.265, -0.898, 0.071, -0.934, 0.214, -0.582, 0.323, 0.297, 0.296, 0.317, 0.273, 0.351, 0.271]}